Formula: C34H51BaBrN2P2
Source: OMol25
Level of theory: ωB97M-V/def2-TZVPD

Positions of all 91 atoms, in Å:
C1 -4.488 -1.398 -0.594
C2 -4.085 -1.769 -1.896
C3 -4.540 -1.027 -2.989
C4 -5.306 0.113 -2.733
N1 -5.596 0.526 -1.491
C5 -5.256 -0.244 -0.452
C6 -3.157 -2.823 -2.077
C7 -2.234 -3.600 -1.850
C8 -0.927 -3.761 -1.233
C9 -0.011 -2.711 -1.446
C10 1.327 -2.835 -0.985
C11 1.465 -3.712 0.055
C12 0.582 -4.690 0.449
C13 -0.629 -4.743 -0.284
Ba1 0.136 -1.865 1.584
P1 -1.224 1.773 0.226
H1 -4.265 -1.291 -4.007
H2 -4.173 -1.964 0.283
H3 -5.678 0.725 -3.557
H4 -5.585 0.077 0.544
H5 -1.414 -5.443 -0.011
H6 -0.327 -1.800 -1.956
H7 0.789 -5.399 1.241
H8 2.099 -2.162 -1.360
C14 -0.332 3.401 0.369
C15 -0.918 4.671 -0.243
H9 0.649 3.209 -0.097
H10 -0.146 3.547 1.445
H11 -0.204 5.493 -0.096
H12 -1.081 4.586 -1.323
H13 -1.855 4.982 0.232
C16 -2.079 1.893 -1.421
C17 -3.289 2.803 -1.598
H14 -2.384 0.858 -1.644
H15 -1.297 2.147 -2.158
H16 -3.580 2.794 -2.659
H17 -4.164 2.440 -1.043
H18 -3.094 3.849 -1.331
C18 -2.594 1.873 1.471
C19 -3.254 3.217 1.747
H19 -2.153 1.496 2.409
H20 -3.342 1.124 1.170
H21 -3.965 3.100 2.576
H22 -2.525 3.978 2.045
H23 -3.826 3.588 0.889
Br1 2.949 -2.808 1.609
P2 1.300 0.618 -2.608
C20 1.109 2.229 -3.463
C21 2.287 2.761 -4.256
H24 0.847 2.945 -2.666
H25 0.219 2.130 -4.098
H26 1.983 3.711 -4.708
H27 3.159 2.955 -3.624
H28 2.588 2.095 -5.069
C22 3.086 0.522 -2.164
C23 4.067 -0.092 -3.158
H29 3.133 -0.042 -1.217
H30 3.382 1.555 -1.931
H31 5.074 -0.036 -2.720
H32 3.858 -1.151 -3.358
H33 4.099 0.445 -4.115
C24 1.036 -0.676 -3.889
C25 1.217 -0.285 -5.344
H34 0.002 -1.025 -3.747
H35 1.671 -1.529 -3.613
H36 0.897 -1.131 -5.965
H37 0.594 0.578 -5.600
H38 2.261 -0.059 -5.592
C26 3.168 -2.827 5.247
N2 1.834 -2.890 4.579
C27 1.195 -4.217 4.853
C28 0.932 -1.695 4.928
C29 1.545 -0.401 4.428
C30 2.028 0.559 5.357
C31 2.652 1.716 4.870
C32 2.775 1.938 3.497
C33 2.286 0.970 2.579
C34 1.651 -0.133 3.092
H39 3.024 -2.969 6.320
H40 3.646 -1.865 5.036
H41 3.764 -3.655 4.831
H42 2.082 -2.826 3.547
H43 0.997 -4.291 5.927
H44 0.254 -4.323 4.286
H45 1.908 -5.009 4.556
H46 -0.071 -1.916 4.494
H47 0.827 -1.708 6.022
H48 1.901 0.375 6.430
H49 3.045 2.444 5.584
H50 3.239 2.860 3.122
H51 2.428 1.126 1.510

Cartesian forces, eV/Å:
0.1 0.1 -0.3
-0.9 0.6 -0.3
-0.1 0.3 0.3
0.2 -0.1 0.5
-0.5 -0.4 -0.2
0.3 -0.1 -0.3
1.9 -1.6 1.2
-0.8 1.5 0.3
-0.6 0.5 0.0
1.0 -0.6 -0.5
-1.1 0.9 -0.2
2.2 -0.2 0.7
-0.5 -0.1 -0.3
0.3 0.0 0.3
-1.5 2.4 0.3
-0.2 -0.1 -0.1
-0.1 0.0 0.2
-0.2 0.0 -0.3
0.1 -0.1 0.3
0.1 0.0 -0.4
0.3 -0.2 -0.1
0.3 -0.5 -0.3
0.0 0.1 0.0
-0.2 0.1 0.5
0.3 -0.4 0.1
0.0 0.4 0.0
-0.2 0.0 0.2
0.1 -0.1 -0.3
-0.1 -0.2 0.0
0.0 -0.1 0.2
0.2 -0.1 -0.2
0.2 -0.3 0.1
-0.3 0.3 -0.2
0.1 0.1 -0.1
-0.2 -0.1 0.3
0.0 0.0 0.2
0.3 0.2 -0.1
-0.1 -0.4 0.0
0.2 -0.1 0.1
-0.5 0.1 0.2
-0.1 0.1 -0.2
0.1 0.1 0.0
0.1 0.1 -0.1
-0.1 -0.2 -0.1
0.2 -0.1 0.2
-0.4 -1.7 -2.5
-0.4 -0.3 0.9
-0.1 0.0 0.2
0.0 0.3 -0.4
0.0 -0.1 -0.3
0.1 0.1 0.1
0.2 -0.1 0.0
-0.1 0.0 -0.1
0.0 0.1 0.2
0.1 -0.1 0.0
0.5 0.1 0.0
0.1 0.3 -0.2
0.0 -0.3 0.1
-0.2 -0.1 -0.2
0.0 0.2 0.0
-0.1 -0.2 0.3
-0.2 0.1 0.0
0.1 -0.4 -0.4
0.2 0.1 -0.2
0.0 0.1 -0.2
0.1 0.3 -0.1
0.1 -0.2 0.0
-0.3 0.0 0.1
0.2 -0.2 0.0
-0.1 0.1 -0.5
0.3 -0.1 -0.2
0.2 0.0 0.0
0.4 1.4 1.8
-0.1 -0.6 -0.3
-0.2 -0.1 0.4
-0.1 -0.3 -0.7
0.7 1.6 1.4
-1.1 -2.6 -2.1
0.1 0.1 -0.1
-0.2 -0.2 0.1
-0.1 0.4 0.3
-0.5 0.0 1.3
0.0 0.0 -0.3
0.4 0.1 0.3
-0.4 0.4 0.2
0.5 0.0 0.3
-0.1 0.0 -0.3
0.2 0.3 -0.3
-0.2 -0.2 -0.3
-0.1 -0.4 0.3
-0.2 0.0 0.1

Its frontier orbital gap is 4.750 eV. For the total energy, the calculation gives -128360.3486 eV. For the maximum force, the calculation gives 3.6 eV Å⁻¹. Its total charge is +2.

=====

Formula: C34H51LuN6OP
Source: OMol25
Level of theory: ωB97M-V/def2-TZVPD

Positions of all 94 atoms, in Å:
Lu1 -0.560 -0.366 0.287
N1 -0.534 -2.076 4.586
N2 -2.731 1.543 0.799
C1 -0.318 -1.762 -1.918
C2 -1.053 -2.550 -0.961
C3 -0.110 -3.064 -0.020
C4 -0.379 -3.963 1.116
H1 -1.409 -4.329 1.110
H2 -0.367 -3.339 2.180
H3 0.352 -4.760 1.215
C5 1.180 -2.591 -0.373
C6 2.470 -3.001 0.227
H4 3.117 -3.518 -0.511
H5 2.319 -3.682 1.080
H6 3.033 -2.122 0.594
C7 1.053 -1.775 -1.524
C8 2.214 -1.218 -2.268
H7 2.902 -0.691 -1.588
H8 1.908 -0.494 -3.034
H9 2.812 -1.996 -2.777
C9 -2.499 -2.909 -1.028
H10 -2.641 -3.877 -1.541
H11 -3.097 -2.167 -1.582
H12 -2.960 -2.998 -0.033
C10 -0.835 -1.263 -3.222
H13 -0.301 -0.361 -3.557
H14 -1.898 -1.002 -3.164
H15 -0.733 -2.014 -4.026
C11 0.253 -1.475 5.448
H16 0.913 -2.095 6.031
C12 0.232 -0.083 5.718
H17 0.718 0.360 6.601
C13 -0.561 0.685 4.848
H18 -0.665 1.793 4.976
C14 -1.231 0.064 3.736
H19 -1.803 0.651 2.954
C15 -0.940 -1.380 3.498
C16 -1.170 -2.421 2.493
H20 -2.185 -1.862 2.016
C17 -2.315 1.177 -0.448
C18 -4.070 0.942 0.905
H21 -4.531 0.342 1.735
C19 -4.577 1.131 -0.333
H22 -5.606 1.485 -0.599
N3 -3.456 1.233 -1.234
C20 -3.358 1.394 -2.639
C21 -4.314 0.746 -3.422
C22 -4.172 0.927 -4.793
H23 -4.910 0.450 -5.409
C23 -3.099 1.652 -5.323
C24 -3.009 1.850 -6.824
H24 -1.951 1.895 -7.143
H25 -3.504 2.789 -7.140
H26 -3.504 1.015 -7.352
C25 -2.094 2.163 -4.490
H27 -1.218 2.654 -4.900
C26 -2.189 2.037 -3.110
C27 -1.092 2.521 -2.238
H28 -1.366 2.794 -1.212
H29 -0.647 3.416 -2.706
H30 -0.278 1.784 -2.191
C28 -5.333 -0.146 -2.841
H31 -6.080 0.344 -2.212
H32 -4.917 -0.996 -2.290
H33 -5.858 -0.544 -3.715
C29 4.437 1.404 -0.367
N4 3.114 1.558 0.244
C30 2.181 2.365 -0.560
P1 2.585 0.812 1.609
O1 1.186 0.236 1.297
N5 3.592 -0.420 2.049
C31 3.077 -1.462 2.977
C32 5.016 -0.095 2.324
N6 2.586 1.911 2.836
C33 2.934 1.559 4.219
C34 2.088 3.277 2.605
H34 4.435 1.931 -1.333
H35 5.248 1.834 0.242
H36 4.659 0.347 -0.580
H37 1.990 1.869 -1.531
H38 1.218 2.498 -0.043
H39 2.621 3.359 -0.762
H40 3.609 -2.401 2.751
H41 3.273 -1.201 4.031
H42 1.996 -1.610 2.828
H43 5.659 -0.440 1.503
H44 5.187 0.981 2.475
H45 5.331 -0.615 3.238
H46 4.004 1.320 4.339
H47 2.339 0.707 4.582
H48 2.701 2.411 4.868
H49 2.211 3.834 3.542
H50 2.667 3.802 1.820
H51 1.011 3.279 2.337

Cartesian forces, eV/Å:
-0.5 -2.5 0.8
2.9 -0.5 1.5
1.1 -5.9 1.4
0.0 0.1 0.6
0.8 0.8 -0.1
0.1 -1.3 0.5
1.5 -2.5 -3.1
0.4 -0.1 0.2
-0.4 -0.5 -0.7
0.2 -0.7 -0.5
-0.9 0.6 -0.4
0.7 0.0 0.4
-0.2 0.1 0.2
0.0 0.2 -0.3
-0.1 -0.5 -0.3
-0.6 0.0 0.4
0.4 0.4 -0.3
-0.1 -0.1 -0.1
0.0 -0.1 0.1
-0.2 0.1 0.1
-0.6 -0.2 -0.1
0.0 0.2 0.2
0.2 -0.1 0.1
0.2 0.0 -0.2
-0.2 0.3 -0.5
-0.2 -0.2 0.0
0.1 0.0 -0.1
0.0 0.1 0.2
-0.6 1.4 0.9
0.0 -0.5 0.7
0.4 -0.2 -0.3
0.0 -0.3 -0.5
-1.5 -0.1 -1.9
0.0 -1.0 0.0
1.5 0.3 0.3
0.7 -0.6 1.1
-2.3 -0.9 -0.6
-4.3 9.4 1.9
1.6 -1.5 -0.4
-1.2 2.1 1.3
0.6 2.3 -0.3
0.6 1.8 -0.3
-1.1 0.2 -1.5
1.1 -1.2 0.1
-0.3 -0.4 0.5
0.3 -0.6 1.7
1.4 1.3 -0.4
0.4 0.3 0.5
-0.1 0.0 -0.6
0.1 0.0 -0.5
0.1 0.0 -0.1
-0.5 0.0 0.0
0.2 -0.4 0.1
0.2 0.4 0.1
-0.6 -0.3 0.0
-0.1 0.0 -0.2
-1.4 -0.5 -0.5
1.2 1.4 -0.3
0.1 -0.1 -0.6
0.0 -0.1 -0.1
-0.3 0.0 0.2
-1.1 -0.6 -0.7
0.2 -0.1 -0.2
0.1 0.3 0.1
-0.3 -0.3 0.2
0.1 -0.1 0.0
0.3 0.5 -0.6
-0.1 -0.1 -0.1
-2.0 -1.1 0.0
2.1 1.4 0.6
0.7 0.6 0.7
-0.2 -0.3 -0.2
-0.1 -0.1 -0.1
0.3 0.7 0.0
-0.2 -0.5 0.2
-0.1 -0.1 -0.1
-0.1 -0.2 0.3
-0.2 -0.1 -0.1
0.0 0.3 0.1
0.0 0.1 0.4
0.4 0.0 -0.2
-0.2 -0.3 0.2
-0.3 0.3 0.1
-0.1 0.0 -0.4
0.3 0.0 0.1
-0.1 0.1 0.2
-0.1 -0.2 -0.1
-0.1 0.2 -0.2
-0.3 0.1 -0.1
0.1 0.3 0.0
0.0 -0.3 -0.2
-0.1 -0.1 -0.4
-0.3 -0.3 0.3
0.5 0.0 0.1

Its frontier orbital gap is 3.186 eV. For the total energy, the calculation gives -89975.9299 eV. For the maximum force, the calculation gives 10.5 eV Å⁻¹. Its total charge is -1.

=====

Formula: C34H51N4O8PSSiSn
Source: OMol25
Level of theory: ωB97M-V/def2-TZVPD

Positions of all 101 atoms, in Å:
Sn1 0.059 -1.320 0.991
C1 2.731 -2.246 -1.970
C2 2.890 -1.103 -0.987
C3 3.488 -1.548 0.335
C4 3.718 0.020 -1.589
O1 1.516 -0.618 -0.683
Si1 0.744 0.780 -1.248
S1 -1.081 0.555 -0.233
O2 0.672 0.754 -2.855
C5 -0.280 0.486 -3.920
C6 0.538 0.496 -5.199
C7 -1.322 1.593 -3.928
C8 -0.922 -0.874 -3.692
O3 1.617 2.039 -0.725
C9 1.826 3.368 -1.273
C10 2.577 4.128 -0.194
C11 2.653 3.289 -2.548
C12 0.472 4.013 -1.539
H1 3.701 -2.710 -2.158
H2 2.341 -1.880 -2.921
H3 2.060 -3.006 -1.569
H4 4.485 -1.956 0.166
H5 2.881 -2.319 0.809
H6 3.579 -0.700 1.017
H7 4.720 -0.363 -1.789
H8 3.803 0.861 -0.903
H9 3.296 0.367 -2.532
H10 1.008 1.468 -5.347
H11 -0.102 0.288 -6.057
H12 1.319 -0.264 -5.160
H13 -0.842 2.563 -4.062
H14 -1.894 1.598 -2.999
H15 -2.018 1.445 -4.755
H16 -0.152 -1.643 -3.610
H17 -1.571 -1.131 -4.531
H18 -1.527 -0.864 -2.785
H19 3.535 3.650 0.014
H20 1.989 4.149 0.725
H21 2.766 5.155 -0.509
H22 3.579 2.743 -2.367
H23 2.912 4.295 -2.879
H24 2.108 2.791 -3.348
H25 -0.076 4.142 -0.605
H26 -0.128 3.404 -2.218
H27 0.601 4.995 -1.996
O4 -1.328 -1.194 5.299
C13 -1.350 -0.086 4.917
O5 -1.000 0.314 3.603
C14 -1.686 1.281 5.520
P1 -1.229 1.919 3.890
C15 0.329 2.721 3.755
C16 0.400 4.104 3.954
C17 1.632 4.730 3.915
C18 2.779 3.984 3.668
C19 2.705 2.615 3.455
C20 1.480 1.970 3.503
C21 -2.487 2.669 2.944
C22 -3.836 2.565 3.308
C23 -4.801 3.138 2.503
C24 -4.425 3.808 1.343
C25 -3.090 3.909 0.977
C26 -2.114 3.343 1.775
H28 -1.036 1.569 6.344
H29 -2.728 1.375 5.815
H30 -0.496 4.687 4.137
H31 1.701 5.797 4.077
H32 3.741 4.479 3.637
H33 3.604 2.049 3.251
H34 1.420 0.902 3.343
H35 -4.136 2.049 4.211
H36 -5.844 3.072 2.779
H37 -5.186 4.258 0.719
H38 -2.810 4.427 0.070
H39 -1.073 3.405 1.490
C27 1.086 -6.168 -0.820
O6 1.548 -6.005 0.531
C28 1.395 -4.800 1.073
O7 0.880 -3.846 0.503
N1 1.896 -4.788 2.329
N2 1.764 -3.650 3.120
H40 1.397 -7.166 -1.108
H41 1.542 -5.427 -1.471
H42 0.001 -6.084 -0.857
H43 2.229 -5.661 2.712
H44 2.667 -3.402 3.503
H45 1.119 -3.824 3.881
N3 -5.475 -5.438 -1.704
C29 -4.461 -4.807 -2.337
O8 -4.316 -4.785 -3.539
C30 -3.468 -4.068 -1.462
C31 -2.202 -3.853 -1.990
C32 -1.284 -3.144 -1.246
N4 -1.579 -2.636 -0.044
C33 -2.793 -2.836 0.464
C34 -3.767 -3.551 -0.210
H46 -6.120 -5.963 -2.272
H47 -5.479 -5.593 -0.713
H48 -1.961 -4.226 -2.976
H49 -0.284 -2.964 -1.619
H50 -2.994 -2.403 1.438
H51 -4.746 -3.661 0.236

Cartesian forces, eV/Å:
0.1 -0.2 0.2
0.1 0.0 0.0
-0.1 0.1 0.0
0.0 0.0 0.0
0.1 -0.1 0.0
0.1 -0.1 0.1
-0.2 0.1 -0.2
-0.1 0.2 0.0
0.0 0.1 0.0
0.1 0.0 0.1
0.0 0.0 0.0
0.0 0.0 0.0
0.0 0.0 0.0
0.1 0.0 0.0
-0.1 0.0 0.0
0.0 0.0 0.0
0.1 0.0 0.0
0.0 0.0 0.0
0.0 0.0 0.0
0.0 0.0 0.0
0.0 0.0 0.0
0.0 0.0 0.0
0.0 -0.1 0.0
0.0 0.0 0.0
0.0 0.0 0.0
0.0 0.0 0.0
0.0 0.0 0.0
0.0 0.0 0.0
0.0 0.0 0.0
0.0 0.0 0.0
0.0 0.0 0.0
0.0 0.0 0.0
0.0 0.0 0.0
0.0 0.0 0.0
0.0 0.0 0.0
0.0 0.0 0.0
0.0 0.0 0.0
0.0 0.0 0.0
0.0 0.0 0.0
0.0 0.1 0.0
0.0 0.0 0.0
0.0 0.0 0.0
0.0 0.0 0.0
0.1 0.0 0.1
0.0 0.0 0.0
0.0 0.0 0.0
0.0 0.0 0.1
-0.1 0.1 0.0
0.0 -0.1 0.0
0.1 -0.1 -0.1
0.1 0.0 0.0
0.0 0.0 0.0
0.0 0.0 0.0
0.0 0.0 0.0
0.0 0.0 0.0
0.0 0.0 0.0
-0.1 0.1 -0.1
0.0 0.0 0.0
0.0 0.0 0.0
0.0 0.0 0.0
0.0 0.0 0.0
0.0 0.0 0.0
0.0 0.0 0.0
0.0 0.0 0.0
0.0 0.0 0.0
0.0 0.0 0.0
0.0 0.0 0.0
0.0 0.0 0.0
0.0 0.0 0.0
0.0 0.0 0.0
0.0 0.0 0.0
0.0 0.0 0.0
0.0 0.0 0.0
0.0 0.0 0.0
0.0 0.0 0.0
0.0 0.1 0.0
0.0 0.0 0.1
0.1 -0.1 -0.1
-0.1 0.0 -0.1
0.0 0.0 0.0
0.0 0.0 0.0
0.0 0.0 0.0
0.0 0.0 0.0
0.0 0.0 0.0
0.0 0.0 0.0
0.0 0.0 0.0
0.0 0.0 0.0
0.1 0.0 0.0
0.0 0.0 0.0
0.0 0.0 0.0
0.0 0.0 0.1
-0.1 0.0 0.0
0.1 -0.1 -0.2
0.0 0.0 0.0
0.0 0.0 0.0
0.0 0.0 0.0
0.0 0.0 0.0
0.0 0.0 0.0
0.0 0.0 0.0
0.0 0.0 0.0
0.0 0.0 0.0

Its frontier orbital gap is 7.741 eV. For the total energy, the calculation gives -92253.8597 eV. For the maximum force, the calculation gives 0.3 eV Å⁻¹. The value obtained for the relative energy (zero: lowest compared OMol25 entry of this formula, charge and spin) is 109.6 kJ/mol. Its total charge is +2.